Molecular formula: C51H77ClN2O33PS
Method: DFT, ωB97M-V/def2-TZVPD

ORCA input file:
```
! RIJCOSX wB97M-V def2-TZVPD def2/J DEFGRID3
* xyz 1 1
C -2.72086 1.05216 4.04204
C -1.76082 1.22396 2.79619
C -1.62670 2.72554 2.28475
C -0.77057 2.61649 0.92837
C -0.99527 3.82328 -0.06525
C -0.89969 3.45090 -1.60172
C -0.08720 2.16158 -1.90223
C 1.34548 2.07779 -2.00009
N 2.05230 0.89539 -2.24089
N 3.42457 1.00955 -2.26206
C 3.96202 1.73236 -3.44382
C 5.23228 2.57329 -2.97767
C 5.45143 2.64969 -1.41853
C 6.27520 1.42750 -0.82141
C 1.36123 -0.28797 -2.39357
C 2.10606 -1.63180 -2.62081
C 2.32426 -2.03092 -4.14065
C 1.00045 -2.07269 -4.99503
C -0.12100 -0.34024 -2.31000
Cl -1.03544 -1.85753 -2.44705
C -0.87602 0.88993 -2.06963
P -2.74906 0.79783 -1.97026
S -3.58947 0.05987 -3.57066
H -3.43353 0.21482 3.79059
H -3.24592 2.00386 4.29075
H -2.10251 0.65188 4.89635
H -0.73874 0.78475 2.92624
H -2.23637 0.65819 1.94094
H -2.62583 3.14506 1.96607
H -1.08909 3.38321 3.01374
H 0.30459 2.66907 1.27314
H -1.02966 1.61006 0.50448
H -0.16978 4.56699 0.13613
H -1.94462 4.38069 0.18313
H -0.38859 4.30879 -2.13124
H -1.92477 3.40812 -2.06185
H 1.92576 3.02716 -1.87899
H 3.89691 0.12624 -2.08345
H 3.23268 2.41280 -3.94484
H 4.27379 0.97128 -4.21920
H 5.13579 3.62161 -3.36044
H 6.14953 2.11586 -3.44255
H 6.10998 3.55156 -1.24081
H 4.52104 2.83627 -0.82274
H 7.24069 1.27008 -1.37918
H 6.58893 1.66090 0.23801
H 5.64310 0.49843 -0.77554
H 3.11284 -1.68209 -2.11528
H 1.49762 -2.45102 -2.14247
H 2.76049 -3.07130 -4.13080
H 3.04525 -1.30218 -4.61286
H 0.37326 -2.94191 -4.66011
H 1.24459 -2.15003 -6.08133
H 0.34977 -1.16277 -4.83666
H -3.33716 2.02791 -1.53815
H -3.02840 -0.13297 -0.91379
C -7.70925 -0.01441 0.00974
C -7.08771 0.52451 -1.24619
O -5.87194 1.10543 -0.77507
C -5.55767 0.48138 0.39749
O -4.51600 0.60859 0.97182
O -6.57641 -0.30000 0.82566
H -8.29735 -0.91370 -0.16713
H -8.33385 0.72340 0.51896
H -6.84699 -0.26061 -1.96711
H -7.71230 1.27192 -1.73325
C -3.00126 4.58038 8.17858
C -2.49904 3.26872 7.66382
O -3.51864 2.87246 6.74682
C -4.15705 4.00717 6.34414
O -4.94881 4.05127 5.45485
O -3.77462 5.07909 7.08767
H -2.19305 5.26730 8.42620
H -3.64889 4.46387 9.05031
H -1.55435 3.36342 7.12145
H -2.37959 2.53201 8.45608
C -1.53477 6.39788 12.59423
C -2.95907 5.93890 12.46074
O -2.87365 4.92644 11.46020
C -1.59851 4.46199 11.46749
O -1.23162 3.49589 10.86704
O -0.79417 5.23241 12.24216
H -1.29217 6.72222 13.60519
H -1.28498 7.19993 11.89496
H -3.34507 5.49340 13.38069
H -3.62834 6.73937 12.14794
C 6.97845 -1.57986 2.68560
C 7.88950 -2.22173 1.67622
O 8.52255 -1.10133 1.06205
C 8.46600 -0.06892 1.94771
O 9.04609 0.96158 1.81606
O 7.66020 -0.36901 3.00136
H 6.84146 -2.19241 3.57574
H 5.99746 -1.33501 2.26957
H 8.65424 -2.84864 2.14105
H 7.34694 -2.81365 0.93984
C 3.80670 -0.67062 -8.09763
C 2.38863 -1.03777 -8.43623
O 2.33233 -0.82839 -9.84190
C 3.60869 -0.92752 -10.31627
O 3.89866 -0.96950 -11.47056
O 4.50824 -0.97350 -9.29763
H 4.20023 -1.24844 -7.26128
H 3.92330 0.39458 -7.87922
H 2.16560 -2.08713 -8.22599
H 1.66069 -0.41097 -7.92126
C 1.44700 -0.14783 -14.04265
C 0.79845 -0.89967 -12.91660
O -0.51140 -0.33497 -12.86826
C -0.77270 0.18056 -14.10100
O -1.84132 0.57570 -14.44862
O 0.33971 0.18388 -14.87986
H 2.17621 -0.75004 -14.58215
H 1.92763 0.77494 -13.70869
H 0.71436 -1.97042 -13.12145
H 1.31877 -0.76149 -11.97230
C -3.05198 -2.00237 -11.15819
C -3.57473 -3.31997 -11.65368
O -2.40149 -4.13310 -11.67767
C -1.51909 -3.59646 -10.79513
O -0.50540 -4.12599 -10.45052
O -1.93578 -2.38401 -10.35501
H -3.78660 -1.45667 -10.56748
H -2.69968 -1.35985 -11.96831
H -4.30173 -3.76721 -10.97097
H -4.01984 -3.24766 -12.64491
C -4.76621 0.82496 9.21884
C -6.17396 1.20139 9.58295
O -6.05236 1.60399 10.94410
C -4.76415 1.98208 11.14342
O -4.36945 2.52706 12.12651
O -3.98094 1.65847 10.07418
H -4.53910 1.02080 8.17123
H -4.54042 -0.22107 9.44156
H -6.54760 2.04490 8.99648
H -6.86804 0.36781 9.48494
C 0.03762 0.18462 11.93731
C -1.38141 -0.28504 11.80628
O -1.29068 -1.30174 10.80964
C -0.01231 -1.75884 10.81641
O 0.36155 -2.72196 10.21703
O 0.78757 -0.97981 11.58901
H 0.27729 0.51607 12.94661
H 0.28091 0.98502 11.23458
H -1.76266 -0.72783 12.73005
H -2.05461 0.51131 11.48961
C 0.50325 -7.69099 -10.81351
C -0.65124 -7.27453 -9.94749
O -1.22973 -8.52065 -9.56717
C -0.25632 -9.46632 -9.66798
O -0.35866 -10.58142 -9.26683
O 0.84988 -8.96913 -10.28602
H 1.34428 -7.00215 -10.74833
H 0.21998 -7.80636 -11.86278
H -0.32957 -6.74441 -9.04760
H -1.37184 -6.65839 -10.48186
C 4.01257 -3.34539 8.56909
C 2.57943 -3.69474 8.28710
O 2.45928 -3.42623 6.88840
C 3.70330 -3.50794 6.35166
O 3.93402 -3.50050 5.18010
O 4.65330 -3.59929 7.31910
H 4.44491 -3.95800 9.35904
H 4.14465 -2.29103 8.82528
H 2.36331 -4.75136 8.46436
H 1.87947 -3.08942 8.86288
*
```

## Properties
HOMO (eV): -11.21
Lowest unoccupied orbital energy (hartree): -0.1590
Frontier orbital gap (eV): 6.89